#i
A cluster of 2 separate species, C3H9N3O2 in total. Source: OMol25; level of theory: the ωB97M-V functional and the def2-TZVPD basis.

Structure (XYZ):
```
17
Properties=species:S:1:pos:R:3
C -1.23285 0.42983 1.62723
C -0.57935 -0.74226 0.99932
C 0.80630 0.31454 -1.10838
N 1.49915 -0.69970 -1.44648
N 1.29405 1.56153 -0.57817
N -1.07775 -1.19716 -0.03258
O -0.42485 -2.22988 -0.70991
O -2.06634 -0.68965 -0.62144
H -1.28320 0.20687 2.71131
H -2.17727 0.68892 1.20134
H -0.61233 1.28685 1.29791
H 0.31338 -1.29490 1.41064
H -0.28983 0.40585 -1.12485
H 2.45888 -0.69819 -1.24662
H 0.31577 -1.76051 -1.20081
H 0.74889 2.44145 -0.59031
H 2.30734 1.97641 -0.58822
```

Values from the calculation:
Net charge: 0
HOMO energy, eV: -8.818
Structure (SMILES): C/C=[N+](\[O-])O.[H]/N=C\N

The Mulliken scheme yields these atomic charges, measured in e: number 1, C, carries -1.01; number 2, C, carries -0.06; number 3, C, carries 0.09; number 4, N, carries -0.63; number 5, N, carries -0.46; number 6, N, carries 0.43; number 7, O, carries -0.46; number 8, O, carries -0.67; number 9, H, carries 0.33; number 10, H, carries 0.34; number 11, H, carries 0.21; number 12, H, carries 0.36; number 13, H, carries 0.41; number 14, H, carries 0.19; number 15, H, carries 0.46; number 16, H, carries 0.24; number 17, H, carries 0.22


#ii
A cluster of 3 separate species, C3H9N3O2 in total. Source: OMol25; level of theory: the ωB97M-V functional and the def2-TZVPD basis.

Structure (XYZ):
```
17
Properties=species:S:1:pos:R:3
C 3.10649 1.09938 0.60831
C -2.42241 0.24822 -1.18606
N -2.09042 -0.63278 -0.09011
C 0.13844 -0.38166 0.24003
N 0.52255 -1.48567 -0.38287
O 2.41119 -0.05896 0.82804
O -2.89346 -0.28663 0.94615
N -0.00822 0.65867 0.76074
H -2.66792 -0.90522 1.65722
H -0.12319 -2.26028 -0.36471
H 1.51469 -1.65291 -0.23658
H 2.90085 1.56862 -0.37068
H 2.96015 1.85525 1.39759
H 4.19301 0.86700 0.60957
H -3.41172 -0.03175 -1.57238
H -2.45225 1.29656 -0.87861
H -1.67778 0.10216 -1.96567
```

Values from the calculation:
Net charge: 0
HOMO energy (alpha / beta), eV: -9.669 / -8.250

The Mulliken scheme yields these atomic charges, measured in e: number 1, C, carries -0.52; number 2, C, carries -0.78; number 3, N, carries -0.19; number 4, C, carries 0.73; number 5, N, carries -0.46; number 6, O, carries -0.41; number 7, O, carries -0.38; number 8, N, carries -0.54; number 9, H, carries 0.33; number 10, H, carries 0.27; number 11, H, carries 0.30; number 12, H, carries 0.26; number 13, H, carries 0.25; number 14, H, carries 0.27; number 15, H, carries 0.27; number 16, H, carries 0.34; number 17, H, carries 0.28


#iii
A cluster of 2 separate species, C3H9N3O2 in total. Source: OMol25; level of theory: the ωB97M-V functional and the def2-TZVPD basis.

Structure (XYZ):
```
17
Properties=species:S:1:pos:R:3
C -0.01903 -0.42599 -0.34711
C -0.13103 0.94915 0.25670
N 0.53022 -1.32661 0.60946
N -0.02876 1.94610 -0.57518
C -1.46473 -0.84332 -0.72372
O 0.72254 -0.30044 -1.59271
O 1.25173 0.81708 2.20372
N -2.15210 -1.70040 -0.11470
H 0.56047 -1.08218 -2.13335
H 1.83904 1.58073 2.24185
H 0.15712 1.07469 1.44052
H 1.16841 -0.84331 1.25157
H 0.93628 -2.14800 0.18279
H -0.14217 2.89582 -0.25293
H 0.26183 1.79250 -1.53739
H -1.61668 -2.04776 0.69182
H -1.87315 -0.33806 -1.60135
```

Values from the calculation:
Net charge: 0
HOMO energy, eV: -8.732

The Mulliken scheme yields these atomic charges, measured in e: number 1, C, carries 1.05; number 2, C, carries -0.52; number 3, N, carries -0.67; number 4, N, carries -0.20; number 5, C, carries -0.33; number 6, O, carries -0.59; number 7, O, carries -0.88; number 8, N, carries -0.67; number 9, H, carries 0.36; number 10, H, carries 0.22; number 11, H, carries 0.51; number 12, H, carries 0.29; number 13, H, carries 0.19; number 14, H, carries 0.25; number 15, H, carries 0.23; number 16, H, carries 0.35; number 17, H, carries 0.39


Stability, lowest: #ii


#i
A cluster of 2 separate species, CH3IO2S2 in total. Source: OMol25; level of theory: the ωB97M-V functional and the def2-TZVPD basis.

Structure (XYZ):
```
9
Properties=species:S:1:pos:R:3
C 0.28456 0.63357 0.49394
O -1.91765 3.92181 0.70774
O -0.02402 3.35634 -0.78410
S -0.80962 4.37450 -0.08882
S 1.62170 1.68254 -0.24099
I 3.43940 0.10683 -0.00655
H -0.42031 1.49843 0.73527
H 0.06972 0.04537 -0.32766
H 0.46625 0.00526 1.34108
```

Values from the calculation:
Net charge: 0
HOMO energy, eV: -8.421

The Mulliken scheme yields these atomic charges, measured in e: number 1, C, carries -0.73; number 2, O, carries -0.36; number 3, O, carries -0.38; number 4, S, carries 0.71; number 5, S, carries 0.05; number 6, I, carries -0.13; number 7, H, carries 0.13; number 8, H, carries 0.32; number 9, H, carries 0.39


#ii
A cluster of 2 separate species, CH3IO2S2 in total. Source: OMol25; level of theory: the ωB97M-V functional and the def2-TZVPD basis.

Structure (XYZ):
```
9
Properties=species:S:1:pos:R:3
C 2.76828 -1.03403 0.08255
O -2.03648 1.02165 -1.64909
O 2.58858 0.14432 0.15937
S -2.99081 1.34960 1.07913
S -1.47470 0.81270 -0.34578
I -1.38742 -1.58040 0.11506
H -3.18061 2.53039 0.47596
H 2.19657 -1.76666 0.67586
H 3.51660 -1.47757 -0.59306
```

Values from the calculation:
Net charge: 0
HOMO energy, eV: -9.653

The Mulliken scheme yields these atomic charges, measured in e: number 1, C, carries -0.06; number 2, O, carries -0.40; number 3, O, carries -0.37; number 4, S, carries -0.18; number 5, S, carries 0.38; number 6, I, carries 0.02; number 7, H, carries 0.18; number 8, H, carries 0.21; number 9, H, carries 0.22


#iii
A structure of composition CH3IO2S2. Source: OMol25; level of theory: the ωB97M-V functional and the def2-TZVPD basis.

Structure (XYZ):
```
9
Properties=species:S:1:pos:R:3
C -0.38226 0.51582 0.08190
O -1.94078 -1.08776 2.16431
O -1.63687 0.42870 -0.40844
S -4.19937 -1.57247 0.31631
S -2.87237 -0.50941 1.18501
I -3.49420 1.68468 2.08959
H -0.22560 1.50082 0.49004
H 0.32068 0.15869 -0.65089
H -0.38092 -0.21591 1.01993
```

Values from the calculation:
Net charge: 0
HOMO energy (alpha / beta), eV: -9.741 / -9.756

The Mulliken scheme yields these atomic charges, measured in e: number 1, C, carries -0.41; number 2, O, carries -0.46; number 3, O, carries -0.43; number 4, S, carries -0.17; number 5, S, carries 0.59; number 6, I, carries 0.17; number 7, H, carries 0.24; number 8, H, carries 0.26; number 9, H, carries 0.20


Stability, lowest: #iii


#i
A cluster of 2 separate species, CH6NS in total. Source: OMol25; level of theory: the ωB97M-V functional and the def2-TZVPD basis.

Structure (XYZ):
```
9
Properties=species:S:1:pos:R:3
N -1.70518 0.17615 1.45316
H -1.15096 -0.06859 0.60471
H -2.39172 0.94615 1.44188
H -0.97567 0.52065 1.98617
C 0.34564 1.00961 -0.91821
S 0.85566 -0.77659 -0.31170
H 0.39941 1.93376 -0.38539
H -0.55852 0.64972 -1.42919
H 0.84926 1.15297 -1.89387
```

Values from the calculation:
Net charge: -1
HOMO energy, eV: -2.324

The Mulliken scheme yields these atomic charges, measured in e: number 1, N, carries -0.70; number 2, H, carries 0.18; number 3, H, carries 0.18; number 4, H, carries 0.24; number 5, C, carries -1.02; number 6, S, carries -0.70; number 7, H, carries 0.26; number 8, H, carries 0.28; number 9, H, carries 0.27


#ii
A cluster of 2 separate species, CH6NS in total. Source: OMol25; level of theory: the ωB97M-V functional and the def2-TZVPD basis.

Structure (XYZ):
```
9
Properties=species:S:1:pos:R:3
S -1.62427 1.10555 1.94863
H -1.04054 1.52868 3.08498
C 0.24487 -0.87367 -0.93271
N 0.92538 0.29122 -0.32282
H -0.44482 -1.37107 -0.25142
H -0.37851 -0.66182 -1.80778
H 1.02871 -1.58543 -1.20774
H 0.37654 0.54465 0.50483
H 0.91265 1.02191 -1.01597
```

Values from the calculation:
Net charge: -1
HOMO energy, eV: -2.652

The Mulliken scheme yields these atomic charges, measured in e: number 1, S, carries -0.88; number 2, H, carries -0.05; number 3, C, carries -0.62; number 4, N, carries -0.57; number 5, H, carries 0.26; number 6, H, carries 0.22; number 7, H, carries 0.23; number 8, H, carries 0.21; number 9, H, carries 0.21


#iii
A cluster of 2 separate species, CH6NS in total. Source: OMol25; level of theory: the ωB97M-V functional and the def2-TZVPD basis.

Structure (XYZ):
```
9
Properties=species:S:1:pos:R:3
N 0.70192 -1.28581 2.24340
H 0.65828 -0.46595 1.56153
H -0.20750 -1.37629 2.65341
H 1.53613 -1.68554 2.61976
C -0.64459 0.92312 -1.87136
S 0.56404 1.76652 -0.77299
H -1.65199 1.54351 -1.92126
H -0.81529 -0.19994 -1.57210
H -0.14100 0.78038 -2.94038
```

Values from the calculation:
Net charge: -1
HOMO energy, eV: -2.140

The Mulliken scheme yields these atomic charges, measured in e: number 1, N, carries -0.57; number 2, H, carries 0.23; number 3, H, carries 0.16; number 4, H, carries 0.14; number 5, C, carries -0.61; number 6, S, carries -0.75; number 7, H, carries 0.13; number 8, H, carries 0.15; number 9, H, carries 0.12


Stability, lowest: #i


#i
A cluster of 2 separate species, CH6NS in total. Source: OMol25; level of theory: the ωB97M-V functional and the def2-TZVPD basis.

Structure (XYZ):
```
9
Properties=species:S:1:pos:R:3
S -2.83349 -1.50191 0.27141
H -2.93047 -2.32472 -0.78524
C 0.79909 0.89671 -0.38940
N 0.74190 0.33188 1.01091
H 1.68637 0.54072 -0.89895
H 0.87813 1.99169 -0.35503
H -0.13202 0.61132 -0.87261
H 1.65633 -0.07373 1.18333
H 0.13416 -0.47198 0.83558
```

Values from the calculation:
Net charge: -1
HOMO energy, eV: -2.514

The Mulliken scheme yields these atomic charges, measured in e: number 1, S, carries -0.90; number 2, H, carries -0.06; number 3, C, carries -0.58; number 4, N, carries -0.58; number 5, H, carries 0.22; number 6, H, carries 0.18; number 7, H, carries 0.27; number 8, H, carries 0.20; number 9, H, carries 0.24


#ii
A cluster of 2 separate species, CH6NS in total. Source: OMol25; level of theory: the ωB97M-V functional and the def2-TZVPD basis.

Structure (XYZ):
```
9
Properties=species:S:1:pos:R:3
S -1.96877 -1.86548 1.08927
H -1.28485 -3.01894 1.07488
C 0.65095 0.88895 -0.83967
N 0.56573 0.26324 0.48003
H -0.27537 1.44256 -1.05556
H 1.55502 1.49300 -0.84233
H 0.67886 0.10910 -1.60568
H -0.24855 -0.35799 0.60683
H 0.32699 1.04556 1.09222
```

Values from the calculation:
Net charge: -1
HOMO energy, eV: -2.660

The Mulliken scheme yields these atomic charges, measured in e: number 1, S, carries -0.89; number 2, H, carries -0.03; number 3, C, carries -0.64; number 4, N, carries -0.53; number 5, H, carries 0.23; number 6, H, carries 0.25; number 7, H, carries 0.25; number 8, H, carries 0.15; number 9, H, carries 0.20


Stability, lowest: #i


#i
A cluster of 2 separate species, C2H9NOS in total. Source: OMol25; level of theory: the ωB97M-V functional and the def2-TZVPD basis.

Structure (XYZ):
```
14
Properties=species:S:1:pos:R:3
S 2.90636 -0.54007 -2.61758
H 1.79516 0.19829 -2.73016
H 2.73375 -0.68387 -1.29806
C -0.05777 0.61158 0.35019
N -1.42799 0.71734 0.83796
C -1.65747 -0.09073 2.01326
O -3.00694 -0.01655 2.39302
H 0.61279 1.15844 1.00791
H -0.00231 1.05538 -0.64051
H 0.28872 -0.43006 0.30039
H -2.06805 0.41669 0.11100
H -1.44588 -1.15619 1.85553
H -1.00033 0.27231 2.81048
H -3.21556 0.92230 2.50049
```

Values from the calculation:
Net charge: 0
HOMO energy, eV: -9.349
Structure (SMILES): CNCO.S

The Mulliken scheme yields these atomic charges, measured in e: number 1, S, carries -0.25; number 2, H, carries 0.13; number 3, H, carries 0.12; number 4, C, carries -0.86; number 5, N, carries -0.38; number 6, C, carries -0.33; number 7, O, carries -0.53; number 8, H, carries 0.31; number 9, H, carries 0.31; number 10, H, carries 0.31; number 11, H, carries 0.22; number 12, H, carries 0.32; number 13, H, carries 0.31; number 14, H, carries 0.32


#ii
A cluster of 3 separate species, C2H9NOS in total. Source: OMol25; level of theory: the ωB97M-V functional and the def2-TZVPD basis.

Structure (XYZ):
```
14
Properties=species:S:1:pos:R:3
C -1.11087 -0.38824 -0.30880
O -1.92784 -1.54767 -0.11945
C 0.30753 -0.89935 -0.53291
N 1.31043 0.08523 -0.94249
H -1.11045 0.34933 0.49476
H -1.46412 0.09893 -1.22877
H -2.74297 -1.28187 0.31509
H 0.64206 -1.31506 0.42194
H 0.28375 -1.72023 -1.25188
H 0.35142 2.04063 0.51744
H 0.98035 0.72194 -1.65786
H 1.53954 0.65661 -0.11190
S 1.03153 1.13456 2.00354
H 1.90966 2.06519 2.40131
```

Values from the calculation:
Net charge: 0
HOMO energy, eV: -9.150

The Mulliken scheme yields these atomic charges, measured in e: number 1, C, carries -0.08; number 2, O, carries -0.51; number 3, C, carries -0.65; number 4, N, carries -0.52; number 5, H, carries 0.20; number 6, H, carries 0.20; number 7, H, carries 0.30; number 8, H, carries 0.32; number 9, H, carries 0.34; number 10, H, carries 0.16; number 11, H, carries 0.30; number 12, H, carries 0.15; number 13, S, carries -0.39; number 14, H, carries 0.17


Stability, lowest: #ii


#i
A cluster of 2 separate species, C3H7NOS in total. Source: OMol25; level of theory: the ωB97M-V functional and the def2-TZVPD basis.

Structure (XYZ):
```
13
Properties=species:S:1:pos:R:3
C 0.35842 0.08960 -0.32020
C 1.28266 0.59642 0.70685
C -0.07102 1.27716 0.35102
N 0.60103 -3.19473 -0.75658
O -0.70815 1.77292 -2.26511
S 0.40995 1.60381 -1.37286
H 0.05914 -0.90924 -0.66720
H 1.32532 0.12384 1.66793
H 2.30592 0.99700 0.36646
H -0.81595 1.66015 1.00155
H 0.92734 -2.66498 0.06751
H 0.37423 -4.14809 -0.79595
H 1.22437 -2.93262 -1.52533
```

Values from the calculation:
Net charge: 0
HOMO energy, eV: -9.528

The Mulliken scheme yields these atomic charges, measured in e: number 1, C, carries -0.37; number 2, C, carries -0.50; number 3, C, carries -0.42; number 4, N, carries -0.62; number 5, O, carries -0.56; number 6, S, carries 0.33; number 7, H, carries 0.67; number 8, H, carries 0.30; number 9, H, carries 0.15; number 10, H, carries 0.44; number 11, H, carries 0.21; number 12, H, carries 0.17; number 13, H, carries 0.21


#ii
An isolated molecule of C3H7NOS. Source: OMol25; level of theory: the ωB97M-V functional and the def2-TZVPD basis.

Structure (XYZ):
```
13
Properties=species:S:1:pos:R:3
C 1.49946 1.16864 0.24034
C 0.12360 -1.10014 -0.51881
C -0.76517 -0.94498 0.65381
H 0.56305 1.42126 0.65476
H 2.33370 1.48554 0.75986
H 1.46929 1.67789 -0.70095
H 0.24682 -2.14520 -0.82564
H -0.23117 -0.52372 -1.37822
H -0.60016 -1.57813 1.56284
H -2.72237 0.92722 -0.45541
N -1.74027 -0.17842 0.67390
O -2.00433 0.36002 -0.60726
S 1.82755 -0.56998 -0.05922
```

Values from the calculation:
Net charge: 0
HOMO energy, eV: -8.713
Structure (SMILES): CSC/C=N\O

The Mulliken scheme yields these atomic charges, measured in e: number 1, C, carries -0.85; number 2, C, carries -0.40; number 3, C, carries -0.04; number 4, H, carries 0.32; number 5, H, carries 0.34; number 6, H, carries 0.27; number 7, H, carries 0.30; number 8, H, carries 0.30; number 9, H, carries 0.30; number 10, H, carries 0.34; number 11, N, carries -0.43; number 12, O, carries -0.38; number 13, S, carries -0.09


Stability, lowest: #i